ORCA calculation (ωB97M-V/def2-TZVPD) on 2 unconnected molecules or ions with the total composition CHI2N at a distorted geometry.

Properties
Charge = 0
ΔE to the lowest compared entry with this formula, charge and spin = 125.3 kcal per mole
HOMO (alpha / beta) = -9.36 / -8.59 eV
Electronic energy = -688.609880 Eh
Maximum force = 5.03 eV/Å

```
5
CHI2N (ωB97M-V/def2-TZVPD)
C 0.60 0.05 -0.33
N -1.09 -1.02 0.10
I 2.50 -0.43 0.26
I -2.46 0.34 0.27
H 0.45 1.06 -0.29
```



ORCA calculation (ωB97M-V/def2-TZVPD) on a gas-phase ion, C3H3OS2 (charge -1) at a distorted geometry.

Properties
Charge = -1
ΔE to the lowest compared entry with this formula, charge and spin = 31.9 kcal per mole
HOMO (alpha / beta) = -3.31 / -3.31 eV
Electronic energy = -987.734617 Eh
Maximum force = 4.17 eV/Å
SMILES = [O-]C(=S)CC=S

```
9
C3H3OS2 (ωB97M-V/def2-TZVPD)
C -0.18 0.46 -0.34
C 1.25 0.41 0.23
C -1.05 -0.71 0.22
O -1.07 -1.10 1.38
S -2.24 -1.42 -0.74
S 2.49 1.51 0.79
H -0.17 0.04 -1.37
H -0.66 1.41 -0.22
H 1.61 -0.61 0.06
```



ORCA calculation (ωB97M-V/def2-TZVPD) on 2 unconnected molecules or ions with the total composition C3H11N2O at a distorted geometry.

Properties
Charge = +1
ΔE to the lowest compared entry with this formula, charge and spin = 64.6 kcal per mole
HOMO = -12.34 eV
Electronic energy = -305.349836 Eh
Maximum force = 8.15 eV/Å

```
17
C3H11N2O (ωB97M-V/def2-TZVPD)
C -0.02 0.60 -1.48
C -0.38 -0.12 -0.21
C -1.58 -0.96 -0.20
N -2.36 -1.10 -1.29
N 0.75 -0.38 0.71
H -0.84 1.14 -1.88
H 0.92 1.11 -1.64
H 0.05 -0.13 -2.32
H -1.56 -1.66 0.68
H -2.38 -0.34 -1.89
H -3.22 -1.27 -0.82
H 0.35 -0.78 1.52
H 1.38 -1.16 0.20
H 1.30 0.40 1.21
H 2.65 1.04 3.10
H 2.70 2.24 2.06
O 2.24 1.37 2.27
```



ORCA calculation (ωB97M-V/def2-TZVPD) on 3 unconnected molecules or ions with the total composition C3H9NO2 at a distorted geometry.

Properties
Charge = +1
ΔE to the lowest compared entry with this formula, charge and spin = 66.0 kcal per mole
Multiplicity = 2
HOMO (alpha / beta) = -12.28 / -12.28 eV
Electronic energy = -324.520402 Eh
Maximum force = 1.08 eV/Å

```
15
C3H9NO2 (ωB97M-V/def2-TZVPD)
C -1.11 2.07 -2.65
C -0.25 2.83 -1.88
N 0.28 0.73 4.20
H -1.17 1.01 -2.36
H -1.54 2.34 -3.61
H -0.24 -3.40 -0.24
H 0.36 3.64 -2.29
H -0.15 2.63 -0.81
H 0.37 1.13 3.28
H 1.22 0.63 4.57
H -0.13 1.42 4.82
O 1.18 -1.66 0.47
C 0.27 -1.59 -0.30
O -0.44 -2.62 -0.78
H -0.10 -0.62 -0.65
```



ORCA calculation (ωB97M-V/def2-TZVPD) on 3 unconnected molecules or ions with the total composition C24H37N2O5P at a distorted geometry.

Properties
Charge = 0
HOMO = -8.38 eV
Electronic energy = -1763.630137 Eh
Maximum force = 2.91 eV/Å
SMILES = C[C@H](C[C@@H](C#N)[C@H](C#N)P(C)C)OCc1ccccc1.CCOC(C)=O.CCOC(C)=O

```
69
C24H37N2O5P (ωB97M-V/def2-TZVPD)
C -0.31 0.18 2.59
C 0.86 -0.80 2.18
C 1.80 -0.30 1.01
C 2.20 1.23 1.05
C 3.76 1.36 1.24
N 4.85 1.71 1.22
C 1.71 2.07 -0.22
C 0.14 2.10 -0.14
N -1.00 2.11 -0.22
P 2.20 1.38 -1.91
C 3.59 0.13 -1.83
C 0.73 0.43 -2.65
O 0.39 -2.16 1.98
C -0.55 -2.26 0.91
C -2.06 -2.32 1.34
C -2.58 -2.31 2.71
C -4.04 -2.32 2.97
C -5.03 -2.35 1.86
C -4.52 -2.40 0.47
C -3.06 -2.38 0.23
H 0.04 1.16 3.01
H -1.03 0.36 1.73
H -0.86 -0.32 3.44
H 1.52 -0.88 3.09
H 1.43 -0.57 -0.03
H 2.77 -0.88 1.13
H 1.79 1.78 1.95
H 2.03 3.15 -0.15
H 3.41 -0.77 -1.19
H 4.50 0.65 -1.39
H 3.87 -0.17 -2.88
H 0.36 -0.33 -1.91
H 1.02 -0.05 -3.62
H -0.10 1.16 -2.81
H -0.34 -3.25 0.39
H -0.47 -1.48 0.11
H -1.85 -2.26 3.56
H -4.40 -2.28 4.02
H -6.13 -2.32 2.08
H -5.20 -2.42 -0.41
H -2.68 -2.41 -0.82
O 0.16 -2.49 -2.88
C 0.74 -3.03 -3.79
O 0.08 -3.32 -4.93
C 0.71 -3.75 -6.14
C 0.90 -5.25 -6.15
C 2.17 -3.46 -3.65
H 1.64 -3.20 -6.31
H 0.03 -3.46 -6.95
H 1.56 -5.58 -5.35
H 1.32 -5.57 -7.10
H -0.05 -5.76 -6.00
H 2.20 -4.46 -3.21
H 2.68 -2.76 -2.99
H 2.73 -3.46 -4.59
O -0.25 2.96 4.47
C -0.50 3.96 3.86
O -0.76 5.11 4.52
C -0.85 6.39 3.89
C -2.25 6.66 3.38
C -0.62 3.95 2.35
H -0.09 6.50 3.11
H -0.60 7.12 4.67
H -2.53 5.94 2.61
H -2.32 7.66 2.96
H -2.97 6.56 4.19
H -1.64 3.67 2.08
H 0.07 3.20 1.96
H -0.35 4.89 1.88
```



ORCA calculation (ωB97M-V/def2-TZVPD) on a molecular structure, C5H8N2 at a distorted geometry.

Properties
Charge = 0
ΔE to the lowest compared entry with this formula, charge and spin = 74.7 kcal per mole
HOMO = -8.50 eV
Electronic energy = -304.716527 Eh
Maximum force = 4.08 eV/Å

```
15
C5H8N2 (ωB97M-V/def2-TZVPD)
C -1.83 0.63 0.85
C -1.41 -0.08 -1.51
C -1.16 0.07 -0.22
C 1.37 0.89 0.72
C 0.68 -0.41 0.56
N -2.48 1.10 1.69
N 1.12 -1.42 -0.24
H -0.68 -0.30 -2.18
H -2.35 -0.07 -1.98
H 2.22 0.87 1.37
H 1.88 1.37 -0.23
H 0.57 1.55 1.09
H 0.15 -0.79 1.42
H 0.65 -2.33 -0.15
H 1.27 -1.08 -1.21
```



ORCA calculation (ωB97M-V/def2-TZVPD) on a molecular structure, C24H18BrMgN5O2 at a distorted geometry.

Properties
Charge = 0
ΔE to the lowest compared entry with this formula, charge and spin = 16.9 kcal per mole
HOMO = -7.81 eV
Electronic energy = -4123.880856 Eh
Maximum force = 1.32 eV/Å

```
51
C24H18BrMgN5O2 (ωB97M-V/def2-TZVPD)
Mg -0.89 -0.22 0.97
C -0.86 -2.50 -1.41
N -1.12 -1.17 -0.86
C -1.79 -0.34 -1.58
C -2.17 0.93 -1.07
C -2.77 2.01 -1.72
C -2.91 3.02 -0.77
C -2.40 2.50 0.42
N -1.94 1.25 0.25
C 0.10 -2.52 -2.59
C 1.39 -2.02 -2.48
C 2.25 -2.01 -3.56
C 1.84 -2.53 -4.78
C 0.57 -3.06 -4.90
C -0.29 -3.05 -3.81
H -1.79 -2.95 -1.75
H -0.47 -3.12 -0.60
H -2.11 -0.60 -2.59
H -3.06 2.05 -2.76
H -3.34 4.00 -0.91
H -2.35 2.98 1.39
H 1.73 -1.64 -1.53
H 3.25 -1.60 -3.46
H 2.51 -2.52 -5.64
H 0.24 -3.49 -5.84
H -1.29 -3.46 -3.92
Br 1.79 2.12 3.20
C 0.19 1.40 3.94
C -0.12 1.78 5.24
C -1.30 1.31 5.79
C -2.10 0.48 5.02
C -1.69 0.13 3.75
N -0.55 0.59 3.20
C -2.48 -0.88 2.92
O -3.65 -1.06 3.21
O -1.79 -1.44 2.00
H 0.55 2.42 5.79
H -1.58 1.59 6.79
H -3.04 0.09 5.38
N 5.87 2.16 -0.91
C 4.84 1.74 -0.64
C 3.55 1.23 -0.29
C 3.42 0.05 0.43
C 2.14 -0.36 0.78
N 1.05 0.33 0.47
C 1.17 1.44 -0.25
C 2.40 1.94 -0.65
H 4.28 -0.54 0.70
H 1.99 -1.27 1.36
H 0.26 1.96 -0.52
H 2.47 2.85 -1.23
```